Record 1
DFT (ωB97M-V with the def2-TZVPD basis set) results for the molecule C13H17NO3S.

Its SMILES is CCOC(=O)C1CCN(C(=O)c2cccs2)CC1. The molar mass comes out at 267.35 g mol⁻¹. As for the relative energy (zero: lowest compared OMol25 entry of this formula, charge and spin): 20.0 kcal per mole.

The geometry in ORCA input format:
```
! RIJCOSX wB97M-V def2-TZVPD def2/J DEFGRID3
* xyz 0 1
C -4.68 -0.28 -1.84
C -4.16 -0.97 -0.59
O -2.88 -0.46 -0.21
C -2.87 0.66 0.52
O -3.86 1.24 0.88
C -1.45 1.08 0.88
C -0.56 1.16 -0.36
C 0.91 0.99 0.01
N 1.13 -0.33 0.56
C 2.29 -1.02 0.53
O 2.36 -2.18 0.92
C 3.52 -0.36 0.04
C 4.57 -1.06 -0.50
C 5.69 -0.25 -0.80
C 5.49 1.05 -0.46
S 3.93 1.31 0.21
C -0.02 -0.97 1.17
C -0.86 0.07 1.89
H -4.84 0.78 -1.65
H -5.63 -0.73 -2.14
H -3.97 -0.38 -2.66
H -4.00 -2.04 -0.77
H -4.86 -0.83 0.24
H -1.53 2.06 1.36
H -0.84 0.38 -1.07
H -0.69 2.13 -0.85
H 1.20 1.76 0.73
H 1.52 1.11 -0.89
H 4.52 -2.12 -0.67
H 6.59 -0.62 -1.23
H 6.16 1.88 -0.56
H 0.36 -1.73 1.87
H -0.62 -1.49 0.41
H -1.66 -0.42 2.44
H -0.24 0.60 2.61
*
```

Results of the Mulliken charge analysis, in e, for atoms 1 through 8:
1 C -1.14
2 C -0.34
3 O -0.27
4 C -0.31
5 O -0.62
6 C 1.06
7 C -1.31
8 C -1.01

---

Record 2
DFT (ωB97M-V with the def2-TZVPD basis set) results for the ion C2H2N5 with charge +1.

Its SMILES is N#[N+]c1nc[nH]n1. The molar mass comes out at 96.07 g mol⁻¹. As for the relative energy (zero: lowest compared OMol25 entry of this formula, charge and spin): 23.7 kcal per mole.

The geometry in ORCA input format:
```
! RIJCOSX wB97M-V def2-TZVPD def2/J DEFGRID3
* xyz 1 1
N 3.24 0.18 0.04
N 2.17 -0.09 -0.03
C 0.87 -0.13 -0.12
N 0.16 0.99 0.23
C -1.10 0.68 0.14
N -1.22 -0.61 -0.17
N -0.14 -1.26 -0.28
H -1.85 1.50 0.45
H -2.14 -1.26 -0.26
*
```

Results of the Mulliken charge analysis, in e, for atoms 1 through 8:
1 N -0.19
2 N 0.67
3 C 0.26
4 N -0.33
5 C 0.01
6 N 0.27
7 N -0.41
8 H 0.38

---

Record 3
DFT (ωB97M-V with the def2-TZVPD basis set) results for a structure of composition C11H11CuIN2.

The molar mass comes out at 361.67 g mol⁻¹.

The geometry in ORCA input format:
```
! RIJCOSX wB97M-V def2-TZVPD def2/J DEFGRID3
* xyz 1 1
C 2.13 -0.84 1.01
C 2.13 -0.33 -0.48
I 4.00 -1.10 -1.39
C 0.88 -0.81 -1.32
C -0.44 -0.60 -0.49
C -1.12 -1.75 0.05
C -2.36 -1.57 0.88
C -2.84 -0.24 1.11
C -2.15 0.97 0.53
N -2.71 2.21 0.82
C -2.01 3.22 0.25
C -0.78 3.02 -0.55
N -0.19 1.83 -0.83
C -0.94 0.80 -0.27
H 3.00 -0.32 1.52
H 2.36 -1.94 1.08
H 1.21 -0.57 1.59
H 2.24 0.79 -0.50
H 1.03 -1.91 -1.54
H 0.84 -0.27 -2.31
H -0.69 -2.75 -0.15
H -2.88 -2.45 1.32
H -3.75 -0.08 1.75
H -2.39 4.26 0.40
H -0.28 3.94 -0.97
Cu 5.69 -3.50 -1.51
*
```

Results of the Mulliken charge analysis, in e, for atoms 1 through 8:
1 C -1.10
2 C -0.34
3 I 0.03
4 C -0.89
5 C 0.37
6 C -0.45
7 C -0.56
8 C -0.50

---

Record 4
DFT (ωB97M-V with the def2-TZVPD basis set) results for a cluster of 2 separate species, C5H10N3O3S in total.

The molar mass comes out at 192.22 g mol⁻¹. As for the relative energy (zero: lowest compared OMol25 entry of this formula, charge and spin): 57.3 kcal per mole.

The geometry in ORCA input format:
```
! RIJCOSX wB97M-V def2-TZVPD def2/J DEFGRID3
* xyz 1 1
C 2.70 -1.05 -0.97
C 2.36 0.22 -1.03
C -1.05 -1.20 0.50
C -1.53 1.06 -0.08
C -0.09 -2.16 1.06
N -2.65 0.76 -0.70
N -0.62 0.11 0.24
N -1.26 2.35 0.13
O -2.23 -1.37 0.14
O 1.41 2.36 0.29
O 2.04 0.35 1.64
S 1.65 0.96 0.44
H 2.91 -1.64 -1.95
H 2.30 -1.74 -0.18
H 2.37 1.04 -1.82
H 0.34 -1.75 2.02
H 0.63 -2.47 0.31
H -0.66 -3.11 1.19
H -3.15 -0.06 -0.75
H -3.10 1.63 -0.96
H -1.95 3.02 -0.06
H -0.40 2.69 0.52
*
```

Results of the Mulliken charge analysis, in e, for atoms 1 through 8:
1 C -0.45
2 C -0.10
3 C 0.73
4 C 0.64
5 C -1.01
6 N -0.26
7 N -0.19
8 N -0.29

---

Record 5
DFT (ωB97M-V with the def2-TZVPD basis set) results for a cluster of 8 separate species, C33H34BF4O19 in total.

The molar mass comes out at 821.42 g mol⁻¹. As for the relative energy (zero: lowest compared OMol25 entry of this formula, charge and spin): 56.0 kcal per mole.

The geometry in ORCA input format:
```
! RIJCOSX wB97M-V def2-TZVPD def2/J DEFGRID3
* xyz -1 1
B -0.05 -0.75 1.00
F 1.32 -1.00 0.64
F -0.59 -1.61 1.89
F -0.15 0.54 1.53
F -0.82 -0.77 -0.11
C -4.03 -0.02 6.28
C -2.68 0.61 6.72
C -1.53 0.61 5.90
O -0.49 1.01 6.42
C -1.55 -0.06 4.76
C -2.79 -0.71 4.12
C -4.09 -0.67 5.01
O -5.02 -1.13 4.51
O -2.88 -1.22 2.92
O -2.67 1.26 7.93
H -4.84 -0.02 6.80
H -0.79 0.05 4.02
H -1.94 -1.35 2.69
H -1.72 1.47 8.20
C 3.10 5.10 3.58
C 2.49 4.19 2.53
C 1.99 4.77 1.25
O 1.48 4.11 0.41
C 2.12 6.18 1.10
C 2.64 7.02 2.20
C 3.16 6.54 3.49
O 3.52 7.31 4.39
O 2.64 8.45 1.99
O 2.27 2.76 2.77
H 3.45 4.65 4.62
H 1.74 6.77 0.18
H 3.17 8.80 2.71
H 1.65 2.59 2.18
C -5.66 -0.29 -5.09
C -4.56 0.67 -5.62
C -3.36 0.77 -4.88
O -2.32 1.27 -5.39
C -3.20 0.15 -3.59
C -4.37 -0.65 -3.09
C -5.66 -0.79 -3.77
O -6.62 -1.43 -3.36
O -4.28 -1.32 -1.79
O -4.73 1.16 -6.89
H -6.54 -0.54 -5.52
H -2.26 0.23 -3.02
H -3.41 -1.08 -1.45
H -4.04 1.41 -7.25
C 3.50 2.61 -4.98
C 2.59 3.78 -4.55
C 1.72 3.70 -3.42
O 1.01 4.68 -3.16
C 1.64 2.40 -2.71
C 2.69 1.25 -3.02
C 3.60 1.38 -4.27
O 4.43 0.47 -4.57
O 2.69 0.18 -2.30
O 2.66 5.00 -5.18
H 4.06 2.62 -5.73
H 0.95 2.39 -1.85
H 2.09 0.04 -1.67
H 2.07 5.51 -4.62
C 1.73 -3.36 -4.41
C 0.35 -3.52 -3.83
O -0.65 -3.15 -4.45
C 0.21 -3.76 -2.34
H 2.03 -4.17 -4.91
H 2.45 -3.07 -3.69
H 1.88 -2.43 -5.18
H -0.56 -4.39 -2.09
H -0.10 -2.84 -1.60
H 0.97 -4.39 -2.09
C 4.15 -2.59 1.39
C 4.18 -2.29 2.88
O 5.14 -2.86 3.56
C 3.14 -1.33 3.51
H 3.20 -2.79 1.04
H 4.74 -3.45 0.98
H 4.51 -1.72 0.93
H 2.08 -1.89 3.64
H 3.00 -0.78 2.77
H 3.82 -0.85 4.35
C -3.14 -5.63 0.35
C -1.99 -6.11 1.19
O -2.10 -6.93 2.10
C -0.70 -5.33 1.03
H -3.51 -4.73 0.68
H -3.80 -6.48 0.30
H -2.81 -5.31 -0.69
H -0.89 -4.07 0.93
H -0.17 -5.36 0.01
H 0.04 -5.51 1.77
*
```

Results of the Mulliken charge analysis, in e, for atoms 1 through 8:
1 B 0.33
2 F -0.28
3 F -0.41
4 F -0.40
5 F -0.24
6 C -1.30
7 C 0.22
8 C 0.76

---

Record 6
DFT (ωB97M-V with the def2-TZVPD basis set) results for the molecule C11H14BrNO2.

Its SMILES is COc1cc(Br)c(OC)c2c1[C@H](CN)C2. The molar mass comes out at 272.14 g mol⁻¹. As for the relative energy (zero: lowest compared OMol25 entry of this formula, charge and spin): 54.7 kcal per mole.

The geometry in ORCA input format:
```
! RIJCOSX wB97M-V def2-TZVPD def2/J DEFGRID3
* xyz 0 1
C 0.04 -1.56 -3.46
O 0.36 -0.56 -2.50
C -0.35 -0.57 -1.31
C -1.38 -1.48 -0.95
C -1.93 -1.49 0.36
Br -3.17 -2.88 0.83
C -1.48 -0.58 1.33
O -1.94 -0.61 2.59
C -2.10 0.65 3.33
C -0.52 0.32 0.90
C 0.03 0.32 -0.30
C 1.04 1.37 0.02
C 2.53 0.98 0.06
N 2.88 0.97 -1.37
C 0.39 1.37 1.48
H -0.98 -1.40 -3.83
H 0.14 -2.58 -3.07
H 0.73 -1.42 -4.30
H -1.72 -2.22 -1.66
H -1.27 0.78 4.04
H -2.11 1.52 2.70
H -3.04 0.64 3.88
H 0.87 2.31 -0.55
H 2.66 0.02 0.50
H 3.19 1.68 0.61
H 3.86 0.75 -1.49
H 2.28 0.33 -1.88
H -0.06 2.32 1.75
H 1.04 1.03 2.32
*
```

Results of the Mulliken charge analysis, in e, for atoms 1 through 8:
1 C -0.95
2 O -0.41
3 C 0.05
4 C -0.41
5 C -0.79
6 Br -0.18
7 C 0.44
8 O -0.53

---

no.,Kohn-Sham gap (eV)
1,9.64
2,9.07
3,5.04
4,7.88
5,5.96
6,8.88